The following is a quantum chemistry calculation of a cluster of 3 separate species, C17H48IN7O2P3 in total, from the OMol25 dataset.

Values from the calculation:
HOMO level = -2.1 eV
LUMO energy = 0.53 eV
HOMO-LUMO gap = 0.0982 Ha
Net charge = -1
Energy above the lowest of the compared OMol25 structures with the same formula, charge and spin = 214.1 kcal per mole

XYZ file:
```
78
C17H48IN7O2P3 (ωB97M-V/def2-TZVPD)
C -1.845 -1.487 -2.569
P 0.015 -1.884 -2.434
C 0.670 -1.837 -0.646
N 1.017 -0.967 -3.583
C 1.508 0.346 -3.016
C 0.303 1.494 -2.860
C 0.011 1.839 -1.265
I 1.403 3.345 -0.434
H -2.320 -1.156 -1.546
H -2.136 -0.704 -3.390
H -2.400 -2.501 -2.867
H 1.559 -1.103 -0.446
H 0.939 -2.962 -0.353
H -0.222 -1.545 0.091
H 2.243 0.805 -3.839
H 2.152 0.258 -2.039
H 0.673 2.514 -3.339
H -0.660 1.115 -3.406
H -1.087 2.268 -1.225
H 0.070 0.893 -0.578
O -0.907 6.421 4.285
P 0.619 6.678 4.255
N 0.404 8.131 5.145
C 1.055 9.418 4.979
C -0.029 7.950 6.534
N 0.601 7.066 2.572
C 0.965 8.350 2.000
C -0.469 6.481 1.752
N 2.374 6.974 4.220
C 3.088 6.029 3.324
C 3.026 6.788 5.535
H 2.119 9.402 5.225
H 0.598 10.186 5.618
H 0.939 9.823 3.977
H 0.794 7.607 7.171
H -0.829 7.209 6.610
H -0.432 8.870 6.968
H 0.172 9.091 2.129
H 1.157 8.257 0.923
H 1.903 8.735 2.409
H -1.411 7.027 1.875
H -0.629 5.430 2.012
H -0.206 6.490 0.687
H 2.908 4.990 3.627
H 4.167 6.218 3.337
H 2.791 6.129 2.277
H 2.776 5.813 5.967
H 2.746 7.560 6.252
H 4.117 6.865 5.452
O -1.168 -5.212 -1.840
P -0.777 -6.651 -2.258
N -1.516 -6.418 -3.792
C -2.326 -7.335 -4.572
C -0.837 -5.459 -4.668
N -1.942 -7.359 -1.198
C -3.071 -8.174 -1.611
C -2.337 -6.589 -0.011
N -0.329 -8.305 -2.739
C 0.215 -9.093 -1.604
C 0.743 -8.349 -3.757
H -1.768 -8.196 -4.949
H -2.765 -6.839 -5.448
H -3.193 -7.699 -4.028
H 0.075 -5.884 -5.101
H -0.548 -4.555 -4.125
H -1.476 -5.121 -5.490
H -3.883 -7.565 -2.017
H -3.476 -8.739 -0.762
H -2.786 -8.941 -2.336
H -3.062 -5.808 -0.265
H -1.465 -6.127 0.462
H -2.786 -7.235 0.754
H 1.092 -8.600 -1.168
H 0.503 -10.100 -1.930
H -0.514 -9.249 -0.805
H 1.610 -7.755 -3.446
H 0.411 -7.983 -4.728
H 1.072 -9.379 -3.943
```